This record from the Open Molecules 2025 dataset describes a structure of composition C38H53AsCl2N5OY in a non-equilibrium geometry. The level of theory is ωB97M-V with the def2-TZVPD basis set.

HOMO level = -6.13 eV
Maximum force = 2.36 eV/Å
DFT total energy = -136692.4998 eV
Net charge = 0

Structure (XYZ):
```
101
Properties=species:S:1:pos:R:3:mulliken_charge:R:1
Y 0.11531 -0.19237 -0.61688 -0.24
N -1.55394 1.63591 -1.52876 -0.18
C -2.03277 2.71510 -0.66150 -0.52
C -2.39151 2.10986 0.69006 -1.13
N -1.22111 1.46869 1.28623 0.33
C -0.42700 2.31516 2.17968 -1.06
C 0.97230 2.56691 1.62182 -0.30
N 1.54650 1.29043 1.19661 -0.23
H -1.27422 1.99147 -2.43694 0.26
H -2.30715 0.97303 -1.69631 0.25
H -2.90549 3.23049 -1.07407 0.50
H -1.23359 3.45137 -0.54427 0.16
H -3.16873 1.35843 0.53340 0.45
H -2.80388 2.88506 1.34511 0.46
H -1.50089 0.62296 1.76454 -0.10
H -0.32806 1.83432 3.15644 0.34
H -0.92270 3.27674 2.33549 0.43
H 1.57177 3.07262 2.38636 0.54
H 0.91346 3.22080 0.75235 -0.06
H 1.67149 0.68743 2.00637 0.12
H 2.46861 1.41918 0.79079 0.24
C 1.10025 -3.66755 1.30307 -0.99
C -0.15337 -2.99423 1.82502 -0.06
O 0.10591 -1.61733 2.16264 -0.05
C -0.30488 -1.27550 3.47382 -0.56
C -1.81354 -1.31600 3.68517 -1.01
H 0.86566 -4.71133 1.09058 0.48
H 1.90946 -3.62976 2.03550 0.28
H 1.44354 -3.20610 0.37533 -0.04
H -0.51369 -3.52644 2.70930 0.66
H -0.92656 -2.99594 1.06552 -0.28
H 0.06751 -0.26232 3.64864 0.29
H 0.18658 -1.93525 4.19873 0.38
H -2.32861 -0.62784 3.01244 0.25
H -2.05090 -1.03639 4.71245 0.40
H -2.21433 -2.31063 3.49667 0.34
Cl -0.66551 -0.70690 -3.49100 -0.14
C -1.56438 -2.16473 -3.12508 0.95
C -1.93973 -3.01050 -4.14350 -0.73
C -2.69047 -4.13863 -3.85118 -0.61
C -3.06954 -4.35959 -2.53020 -0.53
C -2.66598 -3.50595 -1.52954 0.23
Cl -3.25549 -3.80737 0.08362 -0.25
C -1.81073 -2.36182 -1.72810 -0.33
N -1.34230 -1.57863 -0.77071 -0.31
H -1.65619 -2.78662 -5.16481 0.40
H -2.99040 -4.82206 -4.63295 0.38
H -3.69796 -5.20571 -2.28249 0.42
C 3.72665 -3.02960 -7.95177 -1.56
C 3.25644 -2.15387 -6.82240 0.56
C 3.00974 -0.80171 -6.99949 -0.92
C 2.61657 0.00377 -5.94158 0.24
C 2.31828 1.45845 -6.20973 -1.86
C 2.48410 -0.52731 -4.64421 0.20
As 1.90994 0.81703 -3.29278 2.40
N 2.06722 0.05822 -1.62613 1.04
C 3.24760 -0.42546 -1.09983 0.32
C 4.49761 -0.35072 -1.74219 0.40
C 5.64844 -0.84854 -1.16000 -0.67
C 5.61390 -1.45848 0.08800 -1.06
C 4.39317 -1.56524 0.73560 -1.04
C 3.23990 -1.06042 0.16103 -0.35
C 3.33470 2.26845 -3.21470 0.28
C 4.62828 2.31304 -3.74666 1.92
C 5.28336 1.18372 -4.50649 -2.12
C 5.41590 3.45449 -3.58219 -1.12
C 4.97376 4.57231 -2.90439 0.69
C 5.84447 5.78665 -2.73139 -1.67
C 3.68135 4.53743 -2.39488 -0.86
C 2.86590 3.42632 -2.54723 -0.74
C 1.45364 3.55882 -2.01686 -0.73
C 2.60218 -1.92204 -4.48168 0.37
C 2.25931 -2.70719 -3.23915 -0.94
C 3.01616 -2.69109 -5.56801 -0.86
H 3.84464 -2.45860 -8.87190 0.35
H 3.01559 -3.83696 -8.13465 0.35
H 4.68667 -3.48714 -7.70683 0.33
H 3.12472 -0.36051 -7.98432 0.29
H 2.49333 1.70079 -7.25687 0.46
H 2.93217 2.11913 -5.59397 0.31
H 1.27155 1.67146 -5.97680 0.32
H 4.54197 0.08100 -2.72616 -0.35
H 6.58695 -0.76173 -1.69539 0.43
H 6.51382 -1.85747 0.53624 0.36
H 4.33224 -2.05246 1.70206 0.46
H 2.29511 -1.18203 0.68724 0.80
H 4.63050 0.33055 -4.64814 -0.01
H 6.18043 0.85035 -3.97916 0.44
H 5.60230 1.53719 -5.48927 0.55
H 6.41673 3.45437 -4.00359 0.33
H 6.81041 5.64249 -3.21307 0.36
H 6.01416 5.99118 -1.67272 0.33
H 5.37003 6.66881 -3.16468 0.36
H 3.29310 5.40903 -1.87646 0.35
H 1.36756 4.46857 -1.42128 0.50
H 1.16872 2.70571 -1.40326 -0.45
H 0.74730 3.62842 -2.84816 0.34
H 1.41615 -2.28532 -2.70321 -0.32
H 3.10853 -2.76456 -2.55757 0.23
H 1.98966 -3.72435 -3.52373 0.63
H 3.13397 -3.76055 -5.42442 0.48
```